1.
{"formula": "C26H20F4NO8S5", "method": "wB97M-V/def2-TZVPD", "symbols": ["F", "C", "F", "F", "S", "N", "S", "C", "C", "C", "C", "C", "C", "O", "O", "S", "C", "C", "C", "C", "C", "C", "O", "O", "H", "H", "H", "H", "H", "H", "H", "H", "H", "H", "F", "C", "S", "C", "C", "C", "C", "C", "C", "O", "O", "S", "C", "C", "C", "C", "C", "C", "O", "O", "H", "H", "H", "H", "H", "H", "H", "H", "H", "H"], "positions_angstrom": [[2.658381, -4.254359, 0.512238], [1.407883, -3.623470, 0.629848], [0.436928, -4.511783, 0.109036], [1.102211, -3.468035, 2.037298], [1.335292, -2.094710, 0.035495], [0.675927, -0.581034, -2.048294], [-0.447591, -0.976779, -3.116282], [-1.762343, -1.863706, -2.128879], [-3.017547, -2.003685, -2.768276], [-4.116395, -2.579590, -2.150213], [-4.088495, -2.788033, -0.765379], [-2.850232, -2.731420, -0.124030], [-1.702760, -2.317189, -0.818646], [-1.131084, 0.194893, -3.539369], [0.066489, -2.001368, -4.003821], [1.557962, 0.598774, -1.561028], [3.202715, -0.081955, -1.209108], [3.520522, -0.408476, 0.127833], [4.611657, -1.218369, 0.430323], [5.324166, -1.800027, -0.608464], [4.994696, -1.528340, -1.942357], [3.997450, -0.601133, -2.252683], [1.735655, 1.557917, -2.624543], [1.239904, 1.058188, -0.190828], [-3.132044, -1.522296, -3.719744], [-5.061236, -2.759205, -2.681856], [-4.980951, -3.084244, -0.208559], [-2.748191, -3.006878, 0.934303], [-0.697290, -2.351877, -0.347294], [2.922783, 0.005026, 0.943912], [4.858524, -1.391970, 1.481871], [6.106820, -2.507291, -0.380397], [5.547152, -1.991469, -2.758355], [3.704687, -0.338801, -3.277525], [-0.242324, 1.525561, 2.306337], [-0.235319, 1.673544, 0.999860], [0.124231, 3.439590, 0.517119], [1.782307, 3.541878, 1.227191], [2.969899, 3.363073, 0.513331], [4.103443, 2.940100, 1.212232], [4.062912, 2.814262, 2.595317], [2.904628, 3.183147, 3.291618], [1.751654, 3.548794, 2.609045], [0.337900, 3.589144, -0.926754], [-0.796835, 4.269040, 1.248376], [-1.572668, 0.746427, 0.313029], [-3.347951, 0.847683, 0.793238], [-3.776013, 0.365047, 2.027774], [-5.122058, 0.051109, 2.223817], [-6.038299, 0.214711, 1.181431], [-5.644492, 0.878528, 0.022399], [-4.300076, 1.190891, -0.180999], [-1.744912, 1.032475, -1.066695], [-1.288111, -0.586132, 0.844771], [3.032924, 3.534405, -0.549133], [5.013126, 2.662210, 0.688599], [4.910658, 2.413380, 3.168408], [2.864200, 3.212302, 4.372707], [0.856454, 3.924800, 3.104584], [-3.034192, 0.269903, 2.822358], [-5.436965, -0.359900, 3.187642], [-7.059549, -0.122983, 1.299280], [-6.375586, 1.157226, -0.748810], [-3.970612, 1.652476, -1.114329]], "atomic_forces_ev_per_a": [[-1.710, 0.013, 0.636], [-0.469, -1.465, 1.643], [1.614, 0.577, 1.054], [0.625, -1.987, -0.867], [0.492, 1.445, -1.225], [0.547, 0.536, 0.918], [-0.100, -1.653, 2.210], [-1.106, 0.018, -0.062], [0.763, 0.440, -0.022], [-0.656, 0.601, 0.521], [0.812, -0.772, -0.005], [-0.089, 0.014, -0.155], [1.024, -0.661, -0.295], [-0.308, 0.579, -1.603], [-0.214, 1.131, 0.055], [-0.014, -2.035, -4.554], [0.331, -1.008, 0.727], [-0.079, 0.709, -0.253], [0.139, 0.370, -0.182], [-0.346, -0.005, -0.096], [0.090, 0.710, -0.079], [-1.007, 0.182, 0.319], [0.204, 0.709, 0.945], [-1.047, 0.707, 2.574], [-0.054, -0.280, -0.664], [0.493, 0.371, 0.055], [0.233, -0.003, -0.257], [-0.070, 0.211, -0.482], [-1.137, 0.049, -0.222], [0.235, -0.226, -0.417], [-0.067, -0.128, -0.451], [0.147, -0.057, -0.048], [-0.097, 0.035, 0.229], [0.286, -0.323, 0.377], [0.857, -0.246, -0.391], [-0.439, 1.454, -0.539], [2.689, 1.338, -2.882], [-0.844, -0.129, 0.074], [0.044, -0.342, 0.277], [-0.149, 0.196, 0.062], [-0.408, -0.138, 0.680], [0.043, 0.254, 0.091], [0.605, 0.253, 0.235], [-1.293, -0.446, 2.419], [-0.164, -0.618, 0.065], [-3.078, -3.958, -0.163], [-0.550, 0.947, 0.752], [0.219, 0.229, 0.081], [0.235, -0.258, -0.018], [0.336, 0.434, 0.257], [0.125, -0.023, -0.213], [0.575, 0.066, -0.089], [1.471, 0.726, -0.627], [0.653, 2.654, 0.091], [-0.351, -0.375, -0.227], [-0.169, 0.208, -0.100], [-0.310, 0.305, -0.430], [0.255, -0.182, 0.032], [0.178, -0.513, 0.070], [-0.314, -0.327, -0.153], [0.083, 0.104, -0.399], [-0.038, 0.119, 0.052], [0.377, -0.323, 0.346], [-0.105, -0.215, 0.324]], "lowdin_charge": [-0.014, -0.909, -0.009, -0.087, 0.947, -0.378, 0.572, -0.210, -0.079, -0.106, -0.104, -0.079, -0.131, -0.310, -0.315, 0.581, -0.281, -0.188, -0.098, -0.085, -0.076, -0.047, -0.289, -0.357, 0.099, 0.096, 0.094, 0.115, -0.011, 0.093, 0.111, 0.096, 0.100, 0.123, 0.107, -0.308, 0.764, -0.275, -0.032, -0.065, -0.068, -0.067, -0.089, -0.278, -0.283, 0.746, -0.217, -0.064, -0.076, -0.085, -0.072, -0.040, -0.275, -0.311, 0.123, 0.114, 0.112, 0.103, 0.118, 0.118, 0.106, 0.099, 0.112, 0.122], "charge": -1, "homo_ev": -4.16, "orbital_gap_ev": 3.471, "energy_ev": -110193.81963, "spin_multiplicity": 1}

***

2.
{"formula": "C42H57N5O3S4SeSn", "method": "wB97M-V/def2-TZVPD", "symbols": ["Sn", "C", "N", "C", "C", "C", "N", "C", "C", "C", "C", "C", "C", "C", "O", "C", "C", "C", "C", "C", "C", "C", "C", "C", "C", "C", "C", "C", "C", "C", "O", "C", "C", "C", "C", "C", "C", "C", "C", "H", "H", "H", "H", "H", "H", "H", "H", "H", "H", "H", "H", "H", "H", "H", "H", "H", "H", "H", "H", "H", "H", "H", "H", "H", "H", "H", "H", "H", "H", "H", "H", "H", "H", "H", "H", "H", "H", "H", "H", "H", "H", "H", "H", "H", "H", "H", "H", "H", "H", "H", "H", "H", "H", "O", "C", "S", "C", "C", "S", "S", "S", "Se", "N", "C", "C", "C", "C", "N", "C", "N", "H", "H", "H"], "positions_angstrom": [[2.323583, -0.990560, 0.532939], [5.380366, 0.470682, 1.821788], [4.787469, 0.432065, 0.498207], [5.681512, -0.235408, -0.431935], [4.495200, 1.774041, 0.013704], [3.261569, 2.392414, 0.661714], [1.985340, 1.764083, 0.303803], [0.987222, 2.221620, 1.282941], [-0.322733, 1.496961, 1.435989], [-1.497133, 2.204097, 1.302453], [-2.715282, 1.694870, 1.748742], [-2.691564, 0.437093, 2.333329], [-1.547523, -0.326522, 2.504787], [-0.307642, 0.190093, 2.016908], [0.826293, -0.422358, 2.155591], [-1.726889, -1.616269, 3.305987], [-0.458626, -2.441736, 3.500742], [-2.777868, -2.512607, 2.630905], [-2.232224, -1.243304, 4.711886], [-3.967817, 2.558138, 1.741258], [-3.780532, 3.648367, 2.809794], [-4.161123, 3.212106, 0.368351], [-5.241206, 1.770276, 2.067007], [1.623426, 2.203261, -1.046136], [0.576087, 1.436412, -1.797161], [-0.547277, 2.083307, -2.247262], [-1.404093, 1.500699, -3.181634], [-1.094293, 0.220586, -3.630527], [0.026379, -0.490573, -3.236849], [0.926647, 0.114252, -2.265879], [2.018708, -0.411968, -1.901823], [0.478862, -1.707453, -4.035081], [-0.604485, -2.251744, -4.974950], [1.658660, -1.202701, -4.885073], [0.962336, -2.887455, -3.185593], [-2.575979, 2.243611, -3.798482], [-2.405630, 2.278572, -5.326622], [-3.881007, 1.516981, -3.450947], [-2.670849, 3.689248, -3.302411], [6.259360, 1.131349, 1.860877], [5.686358, -0.531899, 2.113414], [4.647854, 0.817144, 2.547775], [6.641358, 0.292115, -0.531324], [5.190788, -0.294413, -1.400270], [5.872857, -1.250854, -0.085164], [4.354980, 1.708938, -1.065092], [5.350431, 2.444590, 0.208017], [3.239896, 3.462310, 0.398990], [3.377120, 2.325743, 1.743353], [0.772068, 3.287689, 1.097621], [1.462797, 2.140000, 2.267510], [-1.445961, 3.203666, 0.892908], [-3.613911, 0.036007, 2.715403], [-0.053857, -2.775950, 2.551445], [-0.688573, -3.319618, 4.102668], [0.299806, -1.859641, 4.010769], [-2.548081, -2.636828, 1.577355], [-3.780459, -2.100954, 2.711469], [-2.781146, -3.496374, 3.096419], [-1.507634, -0.615520, 5.224985], [-2.373583, -2.149113, 5.297502], [-3.176447, -0.706961, 4.674288], [-2.914808, 4.267160, 2.583339], [-3.628530, 3.194955, 3.787887], [-4.659860, 4.288109, 2.858071], [-3.343794, 3.889049, 0.132530], [-5.086682, 3.785913, 0.350611], [-4.214001, 2.444164, -0.400542], [-5.235500, 1.409081, 3.092173], [-5.357933, 0.926318, 1.391686], [-6.107604, 2.418997, 1.953032], [2.526434, 2.126362, -1.658855], [1.325680, 3.265438, -1.013592], [-0.730314, 3.085448, -1.892633], [-1.754249, -0.220785, -4.357199], [-0.822911, -1.549187, -5.775427], [-1.519177, -2.476085, -4.430377], [-0.251034, -3.176883, -5.426753], [1.362345, -0.337962, -5.476363], [1.993919, -1.989234, -5.557889], [2.480557, -0.918319, -4.234477], [0.114678, -3.416016, -2.757676], [1.625832, -2.565652, -2.386306], [1.503998, -3.584998, -3.822462], [-2.467378, 1.284116, -5.758750], [-1.443695, 2.711424, -5.593137], [-3.190865, 2.884842, -5.772385], [-3.894006, 0.512148, -3.862867], [-4.729193, 2.065882, -3.854452], [-3.993943, 1.440294, -2.372457], [-1.764682, 4.242115, -3.542783], [-2.840382, 3.722088, -2.229535], [-3.506421, 4.187833, -3.789227], [-3.831656, -5.005695, -1.493024], [-2.901847, -4.328388, -1.175992], [-2.822522, -2.580375, -1.384780], [-1.219278, -2.312993, -0.676252], [-0.532095, -3.451215, -0.269034], [1.015986, -3.565448, 0.382296], [-1.411012, -4.966980, -0.446410], [-0.694833, -0.723484, -0.555891], [5.897603, -4.203820, 0.989902], [5.970806, -4.393383, 2.732946], [5.074246, -3.583346, 3.285109], [4.788588, -3.414395, 4.652230], [3.825790, -2.494559, 4.983732], [3.159698, -1.767693, 3.981315], [3.389328, -1.909631, 2.700812], [4.320933, -2.795494, 2.341664], [4.640749, -2.985905, 1.068695], [5.311962, -3.994599, 5.395501], [3.561478, -2.328188, 6.016853], [2.405690, -1.035631, 4.225767]], "atomic_forces_ev_per_a": [[-1.071, 0.843, -0.358], [-0.064, 0.013, 0.122], [0.266, 0.156, 0.073], [0.009, -0.217, -0.022], [-0.352, 0.125, 0.011], [0.340, -0.041, -0.046], [-0.015, -0.223, 0.123], [-0.193, -0.055, 0.375], [0.141, -0.220, 0.095], [-0.239, -0.092, 0.102], [0.029, -0.106, -0.080], [-0.015, 0.333, -0.186], [0.483, -0.015, -0.178], [-0.948, 0.690, 0.117], [1.603, -0.558, -0.102], [-0.083, -0.113, 0.229], [-0.032, 0.042, -0.114], [0.131, 0.066, 0.041], [0.049, -0.061, -0.156], [-0.076, 0.166, 0.004], [-0.120, -0.097, -0.153], [0.024, -0.090, 0.180], [0.252, 0.122, -0.047], [0.060, -0.087, -0.307], [0.088, -0.103, -0.029], [-0.003, -0.085, -0.105], [0.100, -0.108, -0.059], [-0.237, 0.352, 0.096], [0.091, -0.145, 0.285], [-0.363, 0.464, -0.333], [0.919, -0.093, 0.107], [0.136, -0.157, -0.100], [0.160, 0.209, 0.159], [-0.050, -0.019, 0.107], [0.024, 0.161, 0.222], [-0.182, 0.070, -0.063], [-0.030, 0.025, 0.196], [0.137, 0.123, -0.007], [0.027, -0.257, -0.072], [0.032, 0.001, -0.008], [0.052, -0.012, 0.015], [0.020, 0.056, 0.126], [-0.005, 0.037, -0.055], [0.041, -0.030, -0.155], [0.021, 0.117, -0.052], [0.052, 0.045, -0.010], [-0.032, -0.024, -0.111], [-0.013, 0.009, 0.089], [-0.035, 0.084, 0.021], [0.059, -0.044, 0.065], [0.040, 0.068, -0.106], [0.011, 0.156, -0.048], [-0.174, -0.061, 0.046], [0.098, -0.017, 0.008], [-0.106, -0.112, 0.096], [0.137, 0.026, 0.071], [0.008, -0.061, -0.153], [-0.125, 0.066, -0.030], [-0.037, -0.117, 0.085], [0.114, 0.105, 0.073], [-0.061, -0.128, 0.118], [-0.111, 0.049, 0.030], [0.084, 0.073, -0.003], [0.020, -0.023, 0.090], [-0.118, 0.128, 0.020], [0.087, 0.060, -0.087], [-0.076, 0.083, -0.016], [-0.010, -0.019, -0.120], [-0.016, -0.112, 0.117], [-0.054, -0.151, -0.061], [-0.080, 0.068, 0.000], [-0.056, 0.070, 0.039], [0.068, -0.064, 0.025], [-0.030, 0.151, 0.045], [-0.049, -0.115, -0.151], [-0.119, 0.051, -0.136], [-0.153, -0.033, 0.043], [0.060, -0.044, -0.052], [-0.020, 0.082, -0.109], [0.051, -0.112, -0.102], [0.132, 0.041, 0.012], [-0.051, -0.125, 0.047], [-0.060, -0.039, -0.037], [0.006, -0.100, -0.103], [0.031, -0.123, -0.075], [0.102, 0.047, -0.056], [-0.124, 0.075, -0.077], [-0.016, -0.166, -0.051], [-0.158, 0.034, -0.051], [-0.053, -0.027, 0.120], [0.082, 0.107, 0.024], [0.007, 0.074, 0.150], [-0.092, 0.034, -0.044], [-0.217, -0.262, -0.037], [0.246, 0.418, -0.035], [0.022, 0.209, -0.033], [-0.462, 1.211, -0.283], [0.655, -0.910, 0.455], [-0.415, -0.423, -0.154], [0.355, 0.153, 0.110], [-0.584, -1.070, -0.079], [-0.240, 0.174, 0.425], [0.225, -0.317, 0.828], [0.254, -0.230, -1.119], [-0.484, 0.430, 0.647], [0.796, -0.842, 0.395], [-0.256, 0.305, -0.936], [-0.749, 0.621, 0.773], [1.113, -0.947, -0.551], [-0.491, 0.234, -0.290], [0.055, -0.044, 0.084], [-0.015, 0.031, 0.052], [-0.189, 0.100, 0.106]], "lowdin_charge": [1.334, -0.098, -0.335, -0.101, -0.197, -0.182, -0.181, -0.135, -0.180, -0.005, -0.166, 0.008, -0.100, -0.419, -0.309, -0.515, -0.061, -0.026, -0.042, -0.551, -0.042, -0.049, -0.058, -0.130, -0.181, 0.006, -0.155, -0.006, -0.128, -0.508, -0.247, -0.513, -0.052, -0.031, -0.039, -0.547, -0.042, -0.030, -0.055, 0.097, 0.073, 0.080, 0.096, 0.091, 0.043, 0.111, 0.129, 0.134, 0.108, 0.129, 0.128, 0.112, 0.093, 0.016, 0.088, 0.061, 0.051, 0.082, 0.090, 0.088, 0.083, 0.073, 0.079, 0.088, 0.082, 0.067, 0.086, 0.071, 0.080, 0.090, 0.082, 0.124, 0.132, 0.108, 0.099, 0.082, 0.076, 0.089, 0.090, 0.085, 0.079, 0.063, 0.056, 0.092, 0.075, 0.091, 0.083, 0.080, 0.087, 0.070, 0.088, 0.062, 0.086, -0.034, -1.018, 0.968, -1.033, -1.143, 0.565, 0.986, 1.028, 1.182, -0.240, -0.374, 0.022, -0.019, -0.093, 0.024, -0.504, -0.271, 0.122, 0.112, 0.113], "charge": 0, "homo_ev": [-6.68, -6.68], "orbital_gap_ev": [4.797, 4.794], "energy_ev": -172590.52117, "spin_multiplicity": 1}

***

Relative energy (zero: lowest compared OMol25 entry of this formula, charge and spin) for every record listed, in sequence, given in eV: 2.372; 0.404.
Largest force on an atom for every record listed, in sequence, given in eV/A: 5.02; 1.70.